Density functional theory data (ωB97M-V/def2-TZVPD) for a cluster of 10 separate species, C42H70FN3O10S in total.

Output
- SMILES = CCSCc1ccc2ncc(CCCF)nc2c1OC#N.CC(C)=O.CC(C)=O.CC(C)=O.CC(C)=O.CC(C)=O.CC(C)=O.CC(C)=O.CC(C)=O.CC(C)=O
- HOMO-LUMO gap (hartree) = 0.2711

Last column: Löwdin charge in e.
CARTESIAN COORDINATES (ANGSTROEM)
C 4.98313 -1.70853 2.84406  -0.167
C 5.27364 -1.96850 1.28478  -0.501
S 4.67503 -0.63302 0.13834  0.845
C 3.50341 0.53438 0.97977  -0.440
C 1.96711 0.36972 0.55676  -0.114
C 1.18925 1.70113 0.18187  -0.006
C -0.30236 1.61115 -0.21269  0.015
C -1.11965 0.24787 -0.26349  -0.166
N -2.51459 0.34419 -0.60805  0.081
C -3.08628 -0.96437 -0.55692  -0.027
C -2.34092 -2.29551 -0.23602  -0.170
C -3.19749 -3.66717 -0.24173  -0.147
C -3.17460 -4.43844 1.16478  -0.174
C -3.42368 -3.48295 2.43694  -0.150
F -4.58893 -2.63336 2.17474  -0.127
N -0.95453 -2.34790 0.09487  0.135
C -0.34711 -1.04294 0.10043  -0.087
C 1.18812 -0.96825 0.48471  -0.093
O 1.94872 -2.17235 0.79242  -0.052
C 1.46524 -2.74976 2.01425  -0.210
N 0.94489 -3.56778 2.75060  0.154
H 3.83687 -1.79234 2.99302  0.060
H 5.22573 -0.59341 3.05212  0.071
H 5.55909 -2.39972 3.55572  0.081
H 6.42001 -2.06144 1.15544  0.073
H 4.75149 -2.93989 0.97353  0.075
H 3.54279 0.52288 2.12461  0.089
H 3.82686 1.60319 0.66782  0.085
H 1.75194 2.70639 0.22848  0.090
H -0.85413 2.57639 -0.46597  0.087
H -4.21828 -1.04104 -0.77753  0.121
H -2.77320 -4.33970 -1.06424  0.115
H -4.28712 -3.42940 -0.55818  0.116
H -2.13899 -4.93454 1.33401  0.103
H -3.92425 -5.32104 1.17968  0.125
H -2.48439 -2.85388 2.65399  0.117
H -3.65548 -4.09736 3.38966  0.112
C 0.60399 3.68614 3.76233  -0.016
C 1.60163 4.30885 2.82309  -0.484
C 1.71312 5.81000 2.82510  -0.021
O 2.29246 3.62345 2.08908  0.026
H 0.63269 2.59949 3.65254  0.084
H 0.85595 3.94057 4.79417  0.087
H -0.40206 4.03577 3.52085  0.090
H 2.01431 6.15898 3.81513  0.087
H 0.75630 6.25413 2.54212  0.089
H 2.46999 6.11789 2.10009  0.084
C 0.76714 -6.73389 1.07970  -0.021
C -0.47725 -7.58106 1.09494  -0.492
C -0.53390 -8.74771 0.14489  -0.024
O -1.40318 -7.33218 1.84723  0.040
H 0.66818 -5.93111 1.81422  0.049
H 1.63475 -7.34329 1.34215  0.088
H 0.90184 -6.28893 0.09128  0.090
H 0.27583 -9.44649 0.36560  0.086
H -0.45699 -8.39233 -0.88500  0.086
H -1.48731 -9.26715 0.26573  0.083
C 5.66625 -0.97573 -3.12745  -0.053
C 6.95661 -1.74568 -3.03699  -0.501
C 7.99925 -1.47834 -4.09032  -0.029
O 7.15020 -2.55363 -2.14637  0.055
H 5.01078 -1.27063 -2.30458  0.007
H 5.86656 0.09519 -3.04896  0.087
H 5.16522 -1.20000 -4.07200  0.087
H 8.30283 -0.42979 -4.05524  0.084
H 7.60198 -1.72453 -5.07743  0.084
H 8.87500 -2.10296 -3.89968  0.082
C -3.89892 3.05242 -1.97963  -0.047
C -4.44074 4.04238 -2.97662  -0.502
C -5.30539 3.50592 -4.08594  -0.036
O -4.18873 5.23191 -2.88851  0.051
H -3.29404 3.57967 -1.23808  0.072
H -4.72309 2.55222 -1.46680  0.083
H -3.26877 2.31992 -2.48782  0.072
H -6.19224 3.02574 -3.66697  0.090
H -4.73805 2.79343 -4.68821  0.088
H -5.62400 4.32962 -4.72726  0.070
C 9.48054 -0.52976 2.02255  -0.018
C 8.57208 -0.79381 3.19388  -0.487
C 8.53264 0.24005 4.28691  -0.032
O 7.89525 -1.80544 3.25387  0.036
H 9.40686 -1.35764 1.31329  0.084
H 9.17875 0.39094 1.51838  0.087
H 10.51486 -0.45278 2.36453  0.086
H 8.18904 1.19474 3.88342  0.087
H 9.52411 0.35154 4.72937  0.080
H 7.83638 -0.08235 5.06490  0.083
C -2.15728 -6.88667 5.03440  -0.024
C -3.05735 -7.16059 6.20988  -0.502
C -3.10376 -6.12598 7.30345  -0.029
O -3.72220 -8.17880 6.27449  0.059
H -2.22428 -7.71486 4.32597  0.073
H -2.47187 -5.97000 4.53103  0.069
H -1.12229 -6.79784 5.37182  0.091
H -3.46018 -5.17522 6.90097  0.082
H -2.11074 -6.00314 7.74125  0.084
H -3.79247 -6.45561 8.08473  0.081
C 7.98249 2.80514 7.45833  -0.021
C 8.98422 3.41600 6.51451  -0.496
C 9.10413 4.91680 6.50707  -0.025
O 9.67061 2.72298 5.78562  0.052
H 8.00489 1.71773 7.35587  0.079
H 8.23594 3.06485 8.48843  0.087
H 6.97839 3.15901 7.21465  0.087
H 9.40731 5.27045 7.49488  0.086
H 8.14982 5.36457 6.22121  0.086
H 9.86270 5.21568 5.78019  0.084
C -8.18915 4.83673 -7.80448  -0.032
C -6.89305 4.07675 -7.71756  -0.491
C -5.85541 4.35304 -8.77329  -0.025
O -6.69041 3.26909 -6.82781  0.045
H -8.84060 4.53671 -6.98086  0.085
H -7.99672 5.90931 -7.72590  0.089
H -8.69045 4.60985 -8.74643  0.065
H -5.55995 5.40389 -8.73809  0.085
H -6.25338 4.10456 -9.75953  0.085
H -4.97429 3.73513 -8.58549  0.082
C -12.42462 6.30909 -8.13917  -0.021
C -12.08933 5.17492 -9.07100  -0.490
C -13.14692 4.75017 -10.05469  -0.024
O -11.00467 4.62267 -9.03041  0.054
H -11.57048 6.50663 -7.48733  0.082
H -12.64152 7.21144 -8.71498  0.087
H -13.28271 6.03980 -7.51964  0.087
H -13.39609 5.58323 -10.71555  0.086
H -14.03719 4.41169 -9.52023  0.086
H -12.76714 3.92431 -10.66034  0.084



Density functional theory data (ωB97M-V/def2-TZVPD) for a structure of composition C39H52N4O2RuSe.

Output
- energy relative to the best compared isomer or geometry (same formula, charge and spin) (kJ/mol) = 27.4
- charge = -1
- HOMO-LUMO gap (spin up / spin down) (hartree) = 0.2357 / 0.2495
- multiplicity = 6

Last column: Löwdin charge in e.
CARTESIAN COORDINATES (ANGSTROEM)
Ru 1.54488 1.20957 1.43676  1.430
C -6.05851 2.38132 0.07812  -0.052
C -5.36431 1.06102 -0.28269  -0.562
C -5.74138 0.67165 -1.71913  -0.050
C -5.88404 -0.02452 0.65945  -0.074
C -3.84867 1.22224 -0.18042  -0.181
C -3.04892 0.44961 0.64592  -0.075
C -1.67304 0.63474 0.64596  -0.408
Se -0.58489 -0.47389 1.74927  1.142
C 0.04154 -1.74094 0.47779  -0.396
C -0.81289 -2.75953 0.08802  -0.080
C -0.42198 -3.67927 -0.86929  -0.183
C 0.86823 -3.52647 -1.38610  0.024
C 1.75483 -2.52609 -1.00465  -0.084
C 1.34109 -1.57555 -0.03142  -0.375
O 2.13181 -0.60259 0.35599  -0.267
C 3.15053 -2.41631 -1.62498  -0.532
C 3.31414 -1.03609 -2.27806  -0.043
C 3.39813 -3.46803 -2.71050  -0.080
C 4.21649 -2.61670 -0.53796  -0.040
C -1.38281 -4.78411 -1.30965  -0.562
C -1.72860 -5.67752 -0.11074  -0.055
C -0.78256 -5.66564 -2.40456  -0.074
C -2.67533 -4.15908 -1.85370  -0.053
C -1.01055 1.57772 -0.15728  -0.361
O 0.30663 1.65286 -0.17117  -0.274
C -1.82362 2.41078 -0.96791  -0.075
C -3.19346 2.18084 -0.95720  0.005
C -1.30571 3.53868 -1.88523  -0.525
C -2.08086 4.83113 -1.57613  -0.053
C -1.54780 3.14432 -3.34913  -0.050
C 0.18164 3.87701 -1.73033  -0.058
H -7.14568 2.27311 0.01313  0.079
H -5.76210 3.18865 -0.59454  0.076
H -5.80289 2.68706 1.09536  0.090
H -6.82463 0.54373 -1.81079  0.080
H -5.25654 -0.26541 -2.00339  0.087
H -5.42977 1.43700 -2.43319  0.076
H -6.96987 -0.10398 0.56170  0.081
H -5.65753 0.20382 1.70416  0.086
H -5.45503 -1.00209 0.42454  0.082
H -3.47052 -0.31008 1.29164  0.089
H -1.80101 -2.80991 0.53402  0.099
H 1.20022 -4.23196 -2.13287  0.080
H 2.59379 -0.91376 -3.09172  0.090
H 4.32149 -0.94193 -2.69687  0.083
H 3.15195 -0.23724 -1.55706  0.055
H 2.68686 -3.38359 -3.53685  0.084
H 3.34859 -4.48683 -2.31543  0.081
H 4.40141 -3.31958 -3.11862  0.080
H 4.11167 -1.88643 0.26221  0.067
H 5.21597 -2.51792 -0.97616  0.082
H 4.13203 -3.62091 -0.11109  0.085
H -0.82727 -6.14841 0.28920  0.087
H -2.43047 -6.46514 -0.40333  0.079
H -2.18743 -5.09956 0.69448  0.076
H 0.12203 -6.17541 -2.06377  0.084
H -0.52993 -5.08664 -3.29624  0.087
H -1.50856 -6.42993 -2.69475  0.080
H -3.17937 -3.55461 -1.09600  0.073
H -3.37031 -4.93971 -2.17909  0.079
H -2.46068 -3.50814 -2.70460  0.091
H -3.80112 2.79963 -1.60970  0.098
H -3.15398 4.73300 -1.75349  0.066
H -1.70955 5.64319 -2.20614  0.083
H -1.93320 5.12531 -0.53478  0.089
H -2.60932 2.98291 -3.55621  0.073
H -1.01306 2.22301 -3.59278  0.089
H -1.18765 3.93541 -4.01331  0.082
H 0.42335 4.13019 -0.69915  0.057
H 0.39823 4.75187 -2.34941  0.086
H 0.82763 3.05506 -2.02827  0.080
C 2.02571 -0.66992 4.11113  -0.096
N 1.84497 0.75585 3.84146  -0.356
C 0.74382 1.30431 4.63423  -0.116
C 3.09045 1.50117 4.11198  -0.196
C 4.14262 1.18775 3.08217  -0.278
C 5.46091 0.94515 3.45348  -0.068
C 6.42242 0.70357 2.48055  -0.110
C 6.05262 0.69698 1.14107  -0.107
C 4.72457 0.90929 0.78277  -0.130
C 3.74631 1.16065 1.74166  -0.178
H 2.29604 -0.82857 5.16386  0.091
H 2.81647 -1.06486 3.47404  0.093
H 1.10261 -1.20677 3.90287  0.049
H 0.95505 1.21802 5.70912  0.089
H -0.17200 0.75362 4.41967  0.054
H 0.60097 2.35163 4.37611  0.068
H 3.44624 1.28589 5.12961  0.119
H 2.82812 2.55825 4.06147  0.100
H 5.73776 0.94763 4.50396  0.099
H 7.44951 0.51302 2.76670  0.089
H 6.79622 0.50344 0.37559  0.093
H 4.45241 0.85723 -0.26543  0.077
N 1.50500 3.33880 2.10270  0.028
C 1.66750 4.42559 1.68087  -0.364
N 1.93291 5.60613 1.31683  0.065
C 1.12014 6.50330 0.79548  -0.420
N 0.47284 7.35790 0.35614  0.075



Density functional theory data (ωB97M-V/def2-TZVPD) for a structure of composition C2H5N2.

Output
- energy relative to the best compared isomer or geometry (same formula, charge and spin) (kJ/mol) = 502.5
- charge = +1
- HOMO-LUMO gap (spin up / spin down) (hartree) = 0.2841 / 0.3753

Last column: Löwdin charge in e.
CARTESIAN COORDINATES (ANGSTROEM)
C 0.65694 0.86780 0.28059  -0.141
C -0.68946 -0.40097 -0.44728  -0.053
N 0.15604 -0.19684 0.83248  0.100
N -0.00650 0.80023 -0.86909  0.121
H 1.28868 1.62407 0.53744  0.124
H -0.37327 -1.22155 -1.03750  0.131
H -1.62892 -0.21507 -0.01485  0.129
H 1.71668 -1.46315 1.21253  0.374
H -0.35187 1.35304 -1.70942  0.216



Density functional theory data (ωB97M-V/def2-TZVPD) for the molecule C5H12N2.

Output
- energy relative to the best compared isomer or geometry (same formula, charge and spin) (kJ/mol) = 234.1
- SMILES = C=CCCNCN
- HOMO-LUMO gap (hartree) = 0.3621

Last column: Löwdin charge in e.
CARTESIAN COORDINATES (ANGSTROEM)
C -2.42966 2.14241 1.79968  -0.011
C -1.31979 1.87748 1.08926  -0.198
C -1.25466 0.65108 0.17792  -0.178
C 0.29783 0.18728 -0.05856  -0.235
N 0.37302 -0.76826 -1.21883  -0.117
C 1.18190 -2.00465 -0.87760  -0.307
N 2.66239 -1.83222 -0.65069  -0.015
H -2.78236 3.14722 2.15450  0.074
H -3.06533 1.33562 1.89773  0.018
H -0.62167 2.68469 1.03125  0.078
H -1.76975 -0.15233 0.69262  0.094
H -1.72638 0.88153 -0.80636  0.117
H 0.80054 1.16039 -0.37612  0.110
H 0.76077 -0.17518 0.87607  0.103
H 0.81763 -0.22842 -2.09124  0.146
H 0.71166 -2.51420 0.02888  0.121
H 1.06177 -2.66994 -1.81007  0.115
H 2.74423 -1.15956 0.11200  0.040
H 2.96728 -1.22808 -1.40671  0.046



The records above give, respectively, max |F| values of 0.125; 0.014; 0.074; 0.065 hartree/bohr.
The records above give, respectively, molar mass values of 828.10; 788.90; 57.08; 100.16 g/mol.